The following is a DFT calculation (wB97M-V/def2-TZVPD) of C34H51AsBaF5N10O4P2Se as an isolated structure in a non-equilibrium geometry.

Its net charge is -1. The value obtained for the HOMO-LUMO gap is 3.92 eV. Its multiplicity is 1. Its molar mass is 1112.00 g/mol. For the relative energy (zero: lowest compared OMol25 entry of this formula, charge and spin), the calculation gives 2.804 eV.

XYZ file:
```
109
Properties=species:S:1:pos:R:3:forces:R:3:mulliken_charge:R:1
Ba -0.20545 -0.33467 0.32432 -1.2 -2.3 -5.1 3.325
C 2.58402 -2.12887 4.35317 -0.1 -0.1 0.0 -1.304
N 1.46131 -1.28556 3.95604 -0.1 -0.1 0.9 0.947
C 0.35856 -1.26535 4.92845 0.1 -0.1 -0.2 -1.104
P 1.75449 -0.14029 2.85287 -0.1 0.1 -0.8 -0.775
O 1.75638 -0.57871 1.41173 2.9 0.0 3.0 -1.708
O 0.54663 0.89430 3.19238 0.0 0.1 -0.7 1.047
P -0.18810 2.15347 2.41199 0.3 -0.3 -0.5 0.288
O -0.54697 1.73749 1.02259 -0.3 3.8 2.3 -1.251
N -1.42857 2.53912 3.36649 -0.5 -0.2 0.6 -0.093
C -1.12155 2.67340 4.79901 -0.1 0.1 -0.1 -1.180
C -2.74937 1.89336 3.12920 0.2 0.2 0.0 -0.618
N 0.90584 3.36816 2.51352 0.3 0.6 -0.3 0.548
C 2.00329 3.29699 1.51936 -0.1 0.0 0.2 0.021
C 0.45250 4.75924 2.68160 0.1 -0.2 0.0 -0.950
N 3.13639 0.62707 3.20006 0.5 0.4 0.1 1.196
C 3.25540 1.34939 4.45905 0.1 -0.1 -0.1 -1.010
C 4.31775 0.65849 2.33507 -0.1 0.0 0.1 -1.042
H 3.09988 -1.73379 5.23629 0.0 0.0 0.0 0.294
H 3.31487 -2.23537 3.55088 -0.1 0.1 -0.1 0.325
H 2.19283 -3.12061 4.58393 0.0 0.0 0.0 0.458
H 0.66551 -0.76369 5.85334 0.0 0.0 0.0 0.275
H 0.07229 -2.29421 5.14282 0.0 0.0 0.0 0.448
H -0.51498 -0.77465 4.50944 0.0 0.0 0.0 0.108
H -0.12716 3.09047 4.95345 0.0 0.0 -0.1 0.374
H -1.17644 1.70340 5.29954 0.0 0.0 0.0 0.262
H -1.84986 3.34358 5.25546 0.0 0.0 0.0 0.361
H -2.96452 1.80831 2.06605 0.1 0.0 0.0 -0.117
H -3.50745 2.52710 3.58798 0.0 0.0 0.0 0.469
H -2.78012 0.89364 3.56678 0.0 0.0 0.0 0.243
H 2.32695 2.27660 1.31770 -0.1 0.0 0.1 -0.550
H 2.86360 3.85274 1.89552 0.0 0.0 0.0 0.412
H 1.69246 3.72601 0.56363 0.0 0.0 0.0 -0.180
H -0.50880 4.80764 3.18405 0.0 -0.1 0.0 0.389
H 0.35724 5.25259 1.70948 0.0 0.0 0.0 0.208
H 1.18925 5.30372 3.27433 0.0 0.0 0.0 0.337
H 2.33691 1.27656 5.04125 0.0 0.0 0.0 0.131
H 3.45084 2.40836 4.27107 0.0 0.0 0.0 0.274
H 4.07456 0.94450 5.05982 0.0 0.0 0.0 0.391
H 4.12445 0.17112 1.38270 -0.1 0.0 0.0 0.200
H 5.15544 0.16936 2.84297 0.0 0.0 0.0 0.245
H 4.59530 1.68942 2.10550 0.0 0.0 0.0 0.375
N 0.85202 -3.51599 1.80698 -0.2 0.1 0.0 -0.270
C -0.37860 -3.15707 2.38633 0.0 0.1 -0.4 -0.012
N -0.77782 -3.96597 3.35990 -0.4 0.1 0.2 -0.854
C -2.02376 -3.59912 3.85048 0.6 -0.6 0.2 0.427
N -2.37228 -4.35287 4.98290 -0.1 0.2 -0.1 -0.594
N -2.82234 -2.69254 3.43918 -0.1 0.7 -0.6 -0.587
C -2.37532 -1.90888 2.33021 0.9 -0.9 0.5 -0.639
N -1.00456 -2.10789 1.87408 -0.9 -1.0 0.9 0.295
C -3.20276 -1.06692 1.67128 -0.6 0.6 -0.4 0.365
C -4.60896 -0.86955 2.07029 0.6 -0.2 0.0 -1.074
C -5.39025 0.00621 1.41672 -0.1 0.4 -0.4 -0.519
C -4.88006 0.77571 0.29285 -0.2 -0.1 0.4 -1.138
C -3.58035 0.53866 -0.06158 0.2 -0.5 0.3 -0.406
N -2.73215 -0.32029 0.53642 -1.1 -0.2 0.4 0.154
H 1.38124 -4.13297 2.40224 0.0 0.0 0.0 0.338
H 1.39160 -2.75449 1.41444 -0.1 -0.1 0.2 0.055
H -1.94264 -5.26437 4.97341 0.0 0.0 0.0 0.265
H -3.36893 -4.37150 5.13341 0.0 0.0 0.0 0.289
H -4.98511 -1.45735 2.89729 0.0 0.0 0.0 0.387
H -6.42672 0.12336 1.72110 0.0 0.0 0.0 0.358
H -5.48840 1.48400 -0.25312 0.0 0.0 0.0 0.426
H -3.16426 1.08411 -0.91256 0.1 0.0 0.0 0.470
C 0.16621 -3.66466 -1.49351 -0.3 0.1 -0.3 -0.346
O -0.72452 -2.94980 -2.41476 0.2 -0.7 0.2 -0.342
C -0.89551 -1.70591 -2.14368 -0.1 0.3 -0.4 0.618
C -1.88776 -1.11447 -3.08298 0.0 0.0 0.0 -0.964
H -0.25579 -3.63656 -0.49502 0.0 0.0 0.1 0.114
H 1.14632 -3.19876 -1.51802 0.1 0.1 0.0 0.183
H 0.22480 -4.68742 -1.85223 0.0 0.0 -0.1 0.290
H -2.19825 -1.77115 -3.90136 0.0 0.0 0.0 0.327
H -1.48828 -0.17340 -3.46669 0.0 0.0 0.0 0.080
H -2.75412 -0.83756 -2.46791 0.0 0.0 0.0 0.134
C -2.10013 2.90133 -3.58759 -0.2 0.1 -0.1 -1.474
As -0.85622 2.54472 -2.13029 0.3 -0.3 0.0 0.660
C 0.71972 3.25640 -3.03101 0.1 0.0 -0.1 -1.229
C -1.33609 4.05704 -0.95019 0.0 0.2 0.0 0.400
C -1.22520 5.42391 -1.54752 0.0 -0.1 0.1 0.184
C -0.00320 6.09660 -1.55942 0.0 0.1 0.0 -0.027
C 0.11141 7.36374 -2.11380 0.0 0.0 0.0 -0.859
C -1.00011 7.98565 -2.67022 0.0 0.0 0.0 -0.473
C -2.22307 7.32790 -2.66588 0.1 -0.1 0.0 -0.691
C -2.33083 6.05950 -2.10934 0.0 0.0 0.0 -0.222
H -1.99730 3.92977 -3.93518 0.0 0.0 0.0 0.443
H -3.12604 2.72120 -3.26374 0.0 0.0 0.0 0.344
H -1.87387 2.22139 -4.40937 0.0 0.0 0.0 0.458
H 0.54729 4.27080 -3.39028 0.0 0.0 0.0 0.491
H 0.91965 2.60444 -3.88422 0.0 0.0 0.0 0.446
H 1.59992 3.21708 -2.38508 -0.1 0.0 0.0 0.055
H -0.69112 3.95224 -0.07871 0.0 0.0 0.0 -1.299
H -2.35421 3.84324 -0.61934 0.0 0.0 0.0 0.715
H 0.87210 5.61378 -1.13620 0.0 0.0 0.0 0.382
H 1.07359 7.86171 -2.11530 0.0 0.0 0.0 0.413
H -0.91308 8.97510 -3.10095 0.0 0.0 0.0 0.374
H -3.09810 7.80238 -3.09361 0.0 0.0 0.0 0.385
H -3.28962 5.55303 -2.10121 0.0 0.0 0.0 0.418
F 5.28845 -0.89136 -6.27183 0.0 -0.1 -0.1 -0.330
C 4.95345 -0.26287 -5.13682 0.0 0.0 0.0 0.765
C 4.68385 1.08875 -5.13527 0.0 0.0 0.1 0.092
F 4.74885 1.77278 -6.28622 0.0 0.1 -0.1 -0.314
C 4.35074 1.72679 -3.95342 0.0 0.1 -0.1 0.280
F 4.10246 3.04106 -4.05015 0.0 0.1 0.1 -0.385
C 4.27561 1.07518 -2.72597 -0.1 0.2 0.3 -0.458
Se 3.86147 1.97795 -1.09344 0.0 -0.2 -0.3 -0.312
C 4.53650 -0.29055 -2.78343 0.0 -0.2 0.1 0.628
F 4.47407 -1.05046 -1.67745 0.0 0.1 0.1 -0.304
C 4.87293 -0.95597 -3.94798 0.0 0.1 0.1 -0.130
F 5.12230 -2.27337 -3.93427 0.0 -0.1 0.0 -0.324
```
Positions in Å, forces in eV/Å.